The following is a quantum chemistry calculation of C38H68N6OsPSSi4 as an isolated structure, from the OMol25 dataset.

Last column: Mulliken charge in e.
Cartesian coordinates (Å):
Os (-0.89815, -0.20428, 0.23658)  -2.136
C (-3.29369, 1.61923, 3.23018)  -1.056
C (-3.34116, 0.60343, 4.19276)  -0.721
C (-2.77792, -0.63537, 3.96049)  -0.189
C (-1.98653, -0.85456, 2.80891)  0.135
N (-2.03842, 0.15440, 1.85962)  0.508
C (-2.60732, 1.36089, 2.08284)  -0.075
C (-1.13334, -1.98439, 2.46429)  1.513
C (-0.90705, -3.16041, 3.24013)  -0.587
C (-0.07899, -4.19386, 2.80596)  -1.145
C (0.68801, -4.08570, 1.65458)  -0.925
C (0.49559, -2.96686, 0.86870)  -0.287
C (-0.40157, -1.97355, 1.21037)  -0.125
H (-3.70752, 2.59065, 3.52159)  0.510
H (-3.81261, 0.83833, 5.17557)  0.401
H (-3.02512, -1.46346, 4.68822)  0.422
H (-2.67003, 2.05060, 1.24045)  0.308
H (-1.33676, -3.21999, 4.24299)  0.444
H (-0.11047, -5.15404, 3.33440)  0.402
H (1.42801, -4.83633, 1.32044)  0.469
H (1.06785, -2.88083, -0.07100)  0.579
S (5.02356, -2.09715, -2.27655)  -0.096
C (4.17214, -1.80407, -3.72373)  -0.103
C (2.94748, -2.42520, -3.68056)  -0.649
N (2.67080, -3.11528, -2.53261)  -0.188
C (3.68808, -3.00252, -1.68288)  -0.180
H (4.69541, -1.26944, -4.53028)  0.421
H (2.21922, -2.43759, -4.51930)  0.375
H (3.83117, -3.60314, -0.79103)  0.417
C (-0.69813, -3.83224, -2.96199)  -0.533
Si (-2.35492, -3.77848, -2.03181)  1.153
C (-2.46891, -5.21784, -0.77219)  -0.979
C (-3.72690, -3.85180, -3.33976)  -1.248
Si (-2.55494, -1.73956, -0.80430)  0.305
Si (-2.34242, -0.13341, -2.45388)  0.695
C (-3.91516, -0.18419, -3.46468)  -1.067
C (-0.93954, -0.32787, -3.77667)  -1.236
C (-2.37939, 1.65392, -1.88507)  -0.612
Si (-4.74333, -1.91237, 0.38528)  1.004
C (-5.97645, -2.89144, -0.69637)  -1.237
C (-5.34343, -0.14244, 0.57594)  -0.852
C (-4.85913, -2.66962, 2.09033)  -0.860
H (-0.72099, -4.75199, -3.63255)  0.449
H (0.07720, -3.94166, -2.16350)  0.117
H (-0.51929, -2.95125, -3.59936)  -0.212
H (-2.85400, -6.14810, -1.29389)  0.419
H (-3.09977, -4.88708, 0.05528)  0.129
H (-1.55053, -5.50984, -0.23747)  0.312
H (-3.97861, -4.93721, -3.54049)  0.374
H (-3.46852, -3.34606, -4.26617)  0.419
H (-4.67066, -3.39047, -3.01099)  0.297
H (-3.91337, -1.14354, -4.00980)  0.244
H (-3.98075, 0.69515, -4.18615)  0.356
H (-4.86811, -0.09711, -2.90326)  0.258
H (0.05437, -0.37209, -3.28883)  0.188
H (-1.03701, 0.58730, -4.38504)  0.394
H (-1.04406, -1.21062, -4.43275)  0.431
H (-2.50492, 2.27541, -2.80667)  0.481
H (-1.39829, 1.92476, -1.40208)  -0.370
H (-3.21780, 1.90428, -1.22359)  0.313
H (-6.12250, -2.37795, -1.65954)  0.304
H (-6.94187, -2.95628, -0.14955)  0.397
H (-5.67815, -3.92714, -0.94149)  0.339
H (-4.70750, 0.54290, -0.03008)  -0.078
H (-5.35256, 0.26137, 1.59845)  0.286
H (-6.40780, -0.11826, 0.19534)  0.454
H (-4.10457, -2.27355, 2.78769)  0.038
H (-4.74944, -3.73817, 1.94969)  0.333
H (-5.84726, -2.57916, 2.53293)  0.420
N (0.64908, 0.65429, -0.00517)  0.701
P (1.80941, 1.74364, 0.44009)  -2.321
N (2.73896, 0.95989, 1.62983)  1.309
C (2.41344, -0.37409, 2.05983)  0.540
C (3.07804, -0.75992, 3.38187)  -1.135
C (4.58950, -0.59961, 3.44152)  -0.835
C (5.05311, 0.43414, 2.44616)  -0.815
C (3.98009, 1.50828, 2.22510)  -1.152
N (2.81388, 2.11962, -0.86071)  0.771
C (4.27034, 2.06004, -0.80984)  0.025
C (4.96094, 2.40559, -2.14953)  -0.784
C (4.37157, 3.50767, -2.97777)  -0.858
C (2.83522, 3.68142, -2.78369)  -0.510
C (2.28184, 2.35254, -2.21448)  -0.154
N (1.15691, 3.21479, 1.06638)  1.094
C (0.21847, 4.03675, 0.23850)  -0.060
C (0.33077, 5.60631, 0.44325)  -0.860
C (0.54203, 6.00518, 1.91109)  -0.671
C (1.72955, 5.19426, 2.49060)  -0.875
C (1.31960, 3.70962, 2.45481)  -0.320
H (2.58145, -1.11550, 1.26596)  0.166
H (1.29969, -0.39867, 2.19989)  -0.579
H (2.78507, -1.76979, 3.55140)  0.582
H (2.56855, -0.05593, 4.12328)  0.289
H (5.09729, -1.53419, 3.16407)  0.315
H (5.00999, -0.34047, 4.41784)  0.320
H (5.37357, -0.04131, 1.48377)  0.104
H (5.93713, 1.00058, 2.83936)  0.495
H (4.34364, 2.37168, 1.64983)  0.731
H (3.71960, 1.87617, 3.21651)  0.448
H (4.65333, 1.10323, -0.45895)  -0.045
H (4.64012, 2.84479, -0.08662)  0.265
H (5.00992, 1.44935, -2.68403)  0.244
H (6.02143, 2.65192, -1.83297)  0.459
H (4.60766, 3.39849, -4.06204)  0.300
H (4.92908, 4.45934, -2.83241)  0.384
H (2.35989, 3.86854, -3.75637)  0.479
H (2.66102, 4.52052, -2.12053)  0.071
H (2.60264, 1.54575, -2.89590)  0.500
H (1.18091, 2.35443, -2.17663)  -0.210
H (-0.84616, 3.75032, 0.40496)  0.163
H (0.44282, 3.82149, -0.84661)  -0.026
H (-0.54986, 6.01672, -0.03512)  0.457
H (1.20439, 5.98142, -0.14410)  0.234
H (-0.39623, 5.86420, 2.58291)  0.259
H (0.74033, 7.09896, 1.97101)  0.364
H (1.94882, 5.38886, 3.55020)  0.394
H (2.62561, 5.30160, 1.87731)  0.291
H (0.37858, 3.61167, 3.01871)  0.313
H (2.03566, 3.15955, 3.03536)  0.077

The net charge is +1. As for the spin multiplicity: 5. As for the relative energy (zero: lowest compared OMol25 entry of this formula, charge and spin): 0.0 kcal per mole. The HOMO energy (alpha / beta) is -8.049 / -10.034 eV. The expectation value of S² is 6.03.



The following is a quantum chemistry calculation of a 2-piece molecular cluster, C3H10N2O2 overall, from the OMol25 dataset.

Last column: Mulliken charge in e.
Cartesian coordinates (Å):
C (0.79296, 1.09979, -0.29896)  -0.631
N (-0.47152, 0.47048, -0.08706)  -0.163
C (-1.04138, -0.22452, 0.95873)  0.557
N (-0.75773, 0.12580, 2.34339)  -0.382
O (-1.98087, -0.98503, 0.69957)  -0.688
C (2.08407, 0.22233, -0.44189)  -0.960
H (0.98544, 1.78849, 0.57287)  0.375
H (0.74346, 1.68764, -1.21446)  0.306
H (-0.74095, 0.05923, -1.02169)  0.299
H (-1.48690, 0.24162, 2.99694)  0.202
H (0.12603, 0.60530, 2.56199)  0.195
H (2.14288, -0.14541, -1.50577)  0.270
H (2.01610, -0.63164, 0.21108)  0.291
H (2.97857, 0.81292, -0.27560)  0.332
H (-2.15928, -1.59241, -1.16168)  0.365
H (-1.44632, -2.19970, -2.31398)  0.315
O (-1.78457, -1.33488, -2.02347)  -0.683

As for the structure (SMILES): CCNC(N)=O.O. As for the relative energy (zero: lowest compared OMol25 entry of this formula, charge and spin): 17.6 kcal per mole. The HOMO energy is -9.527 eV.



The following is a quantum chemistry calculation of a 2-piece molecular cluster, C5H12NS overall, from the OMol25 dataset.

Last column: Mulliken charge in e.
Cartesian coordinates (Å):
C (0.64987, 1.42027, 1.29154)  -0.318
C (1.38098, 0.75965, 0.51151)  0.619
C (2.35922, 0.18837, -0.36246)  -1.091
C (-2.38832, 1.35015, -0.71379)  -0.806
C (-0.88971, -0.83792, -0.11772)  -0.783
N (-0.63489, -2.00752, 0.80197)  -0.271
S (-2.05100, 0.25013, 0.67900)  -0.070
H (-0.47112, 1.18402, 1.33620)  -0.021
H (0.87440, 2.23316, 1.95687)  0.335
H (3.03608, 0.99018, -0.67875)  0.357
H (1.91119, -0.22760, -1.26618)  0.311
H (2.93906, -0.58349, 0.14237)  0.310
H (-3.14868, 0.89439, -1.34483)  0.325
H (-1.46723, 1.50441, -1.26626)  0.291
H (-2.76118, 2.28577, -0.30561)  0.357
H (-1.31492, -1.20785, -1.04784)  0.385
H (0.00716, -2.66031, 0.34490)  0.358
H (-1.48785, -2.52522, 1.06717)  0.350
H (-0.19630, -1.64824, 1.65815)  0.360

The net charge is +1. As for the relative energy (zero: lowest compared OMol25 entry of this formula, charge and spin): 113.1 kcal per mole. The HOMO energy (alpha / beta) is -11.480 / -11.481 eV.



The following is a quantum chemistry calculation of C3H4IN2O as an isolated structure, from the OMol25 dataset.

Last column: Mulliken charge in e.
Cartesian coordinates (Å):
C (1.25501, -0.40243, -0.16481)  0.209
C (-0.37199, 2.70910, -0.13729)  -0.443
C (-0.39462, 1.43448, 0.03408)  0.130
N (-0.04500, -1.80798, -0.63117)  -0.235
N (0.30325, -2.74155, 0.09402)  -0.074
O (0.78717, 0.68997, -0.06715)  0.007
I (-1.88853, 0.08726, 0.58704)  0.243
H (-1.27236, 3.19779, 0.13501)  0.286
H (0.48678, 3.18693, -0.53574)  0.297
H (1.06247, -2.66828, 0.82940)  0.308
H (0.07783, -3.68529, -0.14338)  0.273

The net charge is +1. As for the spin multiplicity: 3. The HOMO energy (alpha / beta) is -12.320 / -13.835 eV. The expectation value of S² is 2.02.



The following is a quantum chemistry calculation of C26H43Cl2LaN2PS as an isolated structure, from the OMol25 dataset.

Last column: Mulliken charge in e.
Cartesian coordinates (Å):
P (0.11878, -1.02010, -4.44208)  0.320
C (1.71501, -0.39874, -5.22877)  0.046
C (2.02759, -0.74720, -6.69219)  -0.194
C (3.45606, -0.31079, -7.05670)  -0.999
C (3.66455, 1.18735, -6.80355)  -0.641
C (3.32431, 1.55541, -5.35400)  -0.853
C (1.90090, 1.10823, -4.98758)  -0.329
C (-1.31002, -0.11438, -5.26392)  0.350
C (-1.30611, 0.06591, -6.78665)  -0.493
C (-2.64853, 0.63909, -7.27165)  -0.940
C (-2.96891, 1.96550, -6.57122)  -0.657
C (-2.94568, 1.80688, -5.04553)  -0.901
C (-1.60847, 1.22439, -4.56278)  -0.684
C (-0.02660, -2.71918, -5.21740)  0.070
C (1.16213, -3.58683, -4.76582)  -0.793
C (1.07554, -5.01151, -5.33102)  -0.833
C (-0.24908, -5.68179, -4.94784)  -0.723
C (-1.44075, -4.82558, -5.39190)  -0.807
C (-1.35035, -3.39923, -4.82833)  -0.776
H (2.47275, -0.91071, -4.60761)  0.504
H (1.31689, -0.23865, -7.35609)  0.042
H (1.91449, -1.82211, -6.87246)  0.208
H (3.66604, -0.55360, -8.10579)  0.379
H (4.17044, -0.88388, -6.44789)  0.379
H (4.69681, 1.47362, -7.03694)  0.390
H (3.01490, 1.75934, -7.48170)  0.306
H (4.03750, 1.06376, -4.67741)  0.361
H (3.42995, 2.63574, -5.19954)  0.390
H (1.67817, 1.35648, -3.94151)  -0.145
H (1.18346, 1.66349, -5.60838)  0.184
H (-2.15234, -0.78192, -5.01457)  0.376
H (-3.44543, -0.08729, -7.05701)  0.350
H (-1.09615, -0.88424, -7.29321)  0.221
H (-0.50426, 0.76336, -7.06631)  0.191
H (-2.62820, 0.77720, -8.36001)  0.389
H (-3.94408, 2.34364, -6.90004)  0.389
H (-2.22124, 2.71582, -6.86626)  0.293
H (-3.13271, 2.77197, -4.55935)  0.400
H (-3.75890, 1.13270, -4.74010)  0.367
H (-1.62194, 1.07962, -3.47499)  0.061
H (-0.80556, 1.94223, -4.77738)  0.207
H (0.00316, -2.62859, -6.31739)  0.285
H (2.11125, -3.12700, -5.06582)  0.314
H (1.16569, -3.62777, -3.66650)  0.340
H (1.15602, -4.96877, -6.42691)  0.315
H (1.92371, -5.60668, -4.97266)  0.373
H (-0.28450, -5.81006, -3.85665)  0.323
H (-0.31285, -6.68279, -5.38913)  0.368
H (-2.38315, -5.28938, -5.07815)  0.394
H (-1.45990, -4.77532, -6.49013)  0.324
H (-2.20499, -2.81329, -5.18536)  0.251
H (-1.42295, -3.43159, -3.73092)  0.299
La (0.00882, -0.05252, -0.19278)  0.737
Cl (-2.06168, -0.69298, -0.85560)  -0.637
Cl (2.26161, 0.03897, -0.57582)  -0.630
C (-0.35758, 1.56524, 1.03996)  -0.980
H (-0.61611, 1.49772, 2.06756)  0.516
C (-0.42872, 2.82965, 0.39648)  0.888
C (-1.13340, 3.83896, 1.06566)  -0.685
C (-1.27700, 5.09321, 0.49824)  -0.401
C (-0.71033, 5.36837, -0.75312)  -0.559
C (0.00532, 4.37392, -1.42044)  -0.807
C (0.15039, 3.11270, -0.85403)  -0.050
H (-1.57553, 3.62181, 2.03913)  0.314
H (-1.82941, 5.87222, 1.02404)  0.331
H (0.46302, 4.58642, -2.38542)  0.350
H (0.74750, 2.35043, -1.36265)  0.259
H (-0.81982, 6.35399, -1.19618)  0.342
N (-0.76989, -0.92976, 4.31903)  -0.477
C (0.00045, -0.00270, 3.62655)  1.026
N (0.77525, 0.92306, 4.32395)  -0.435
S (0.02034, -0.04931, 2.19145)  -0.756
H (-0.78626, -0.95795, 5.35114)  0.144
H (-1.35333, -1.63363, 3.81910)  0.185
H (1.36172, 1.62746, 3.82873)  0.195
H (0.79480, 0.94223, 5.35712)  0.141

The net charge is -1. As for the relative energy (zero: lowest compared OMol25 entry of this formula, charge and spin): 214.0 kcal per mole. The HOMO energy is -1.886 eV.



| no. | molar mass (g/mol) | DFT total energy (eV) |
| --- | --- | --- |
| 1 | 974.62 | -103544.5338 |
| 2 | 106.12 | -10348.7230 |
| 3 | 118.22 | -17693.7801 |
| 4 | 210.98 | -16288.6752 |
| 5 | 656.50 | -76663.6979 |